No. 1
Formula: C52H35Cl2CrF5O3P2S3SbSe
Source: the OMol25 dataset
Level of theory: ωB97M-V with the def2-TZVPD basis set

Total energy   -9211.621447 Eh
Kohn-Sham gap (spin up / spin down)   4.15 / 5.08 eV
<S²>   8.84
F_max   0.53 eV/A
2S+1   6
Net charge   -2

Last column: Mulliken spin population.
Geometry (Å):
Cr1 0.06383 -1.13528 -0.22380  3.17
Cl1 5.11139 -4.00967 -4.62831  0.00
C1 3.94473 -3.60217 -3.37137  -0.13
C2 3.65010 -4.55054 -2.40538  0.27
C3 2.72708 -4.18809 -1.41990  -0.03
Cl2 2.38028 -5.38142 -0.18408  0.00
C4 2.10611 -2.94862 -1.33638  0.10
O1 1.28574 -2.67355 -0.34917  0.02
C5 2.44817 -1.98144 -2.35590  0.03
C6 1.95433 -0.67364 -2.35827  0.37
O2 1.16312 -0.12561 -1.47672  0.11
C7 3.37151 -2.35707 -3.37058  0.19
H1 4.09921 -5.53132 -2.40346  0.02
H2 2.26407 -0.02436 -3.18288  0.00
H3 3.62915 -1.63888 -4.13879  0.02
S1 -4.20296 -4.01200 0.17577  0.04
Sb1 -1.91863 -3.84235 0.08243  0.03
S2 -1.30830 -1.91571 1.52033  0.00
S3 -1.42577 -2.14600 -1.76944  0.21
C8 -0.48523 3.31277 4.83392  0.00
C9 0.23437 3.80680 3.56337  0.00
C10 0.66485 5.26113 3.76722  0.00
C11 1.43410 2.90570 3.32035  0.00
C12 2.68301 3.13639 3.88556  0.00
C13 3.72368 2.22932 3.73716  0.00
C14 3.50740 1.05736 3.03487  0.00
C15 2.26971 0.77668 2.46169  -0.01
P1 1.94471 -0.79596 1.55794  0.02
C16 1.91079 -2.00674 2.93476  -0.01
C17 2.15401 -1.66516 4.26052  0.00
C18 2.07704 -2.62465 5.26363  0.00
C19 1.76154 -3.93649 4.94755  0.00
C20 1.50286 -4.28048 3.62829  -0.01
C21 1.55517 -3.32361 2.62882  0.01
C22 3.58386 -1.04536 0.78631  0.01
C23 4.07184 -0.06857 -0.07874  -0.01
C24 5.24200 -0.27869 -0.78759  0.00
C25 5.92984 -1.47789 -0.66211  -0.01
C26 5.44666 -2.45949 0.18905  0.01
C27 4.28290 -2.24170 0.91493  -0.02
C28 1.26354 1.72960 2.59024  -0.02
O3 0.06927 1.44432 1.99024  0.01
C29 -0.76329 2.48367 1.66153  -0.01
C30 -1.65349 2.27576 0.61397  -0.01
C31 -2.54656 3.30298 0.31526  0.00
C32 -2.54515 4.48928 1.02215  0.00
C33 -1.62997 4.67042 2.04930  0.00
C34 -0.72186 3.67664 2.38786  0.00
P2 -1.68658 0.73633 -0.43163  0.03
C35 -1.67235 1.61230 -2.04786  -0.02
C36 -0.45495 2.18001 -2.42672  -0.01
C37 -0.35367 2.91192 -3.59766  0.00
C38 -1.46218 3.08063 -4.41677  0.00
C39 -2.67359 2.52130 -4.04977  0.00
C40 -2.77990 1.79520 -2.86921  -0.01
C41 -3.42550 0.24545 -0.13111  -0.03
C42 -4.00492 0.53547 1.10372  0.00
C43 -5.29105 0.11716 1.40000  0.00
C44 -6.02085 -0.60754 0.46852  0.00
C45 -5.44522 -0.92540 -0.74842  0.00
C46 -4.15548 -0.51146 -1.04496  0.03
H4 0.18353 3.37279 5.69564  0.00
H5 -0.80255 2.27536 4.71883  0.00
H6 -1.37129 3.92170 5.02655  0.00
H7 1.32764 5.35445 4.62706  0.00
H8 -0.19596 5.89561 3.97484  0.00
H9 1.17835 5.65030 2.88717  0.00
H10 2.85284 4.03780 4.45883  0.00
H11 4.69133 2.43131 4.17769  0.00
H12 4.31102 0.33921 2.92290  0.00
H13 2.39159 -0.64783 4.53887  0.00
H14 2.25933 -2.33686 6.29239  0.00
H15 1.70064 -4.68515 5.72851  0.00
H16 1.22976 -5.29587 3.36865  0.00
H17 1.31650 -3.58423 1.60715  0.01
H18 3.51172 0.84803 -0.22686  0.02
H19 5.59531 0.48040 -1.47475  0.00
H20 6.82197 -1.65804 -1.24892  0.00
H21 5.95273 -3.41309 0.27008  0.01
H22 3.89900 -3.03257 1.54588  0.00
H23 -3.25237 3.16330 -0.49398  0.00
H24 -3.25035 5.27190 0.77404  0.00
H25 -1.63586 5.60302 2.59723  0.00
H26 0.42189 2.01977 -1.81375  0.01
H27 0.60249 3.33616 -3.87969  0.00
H28 -1.37603 3.63279 -5.34472  0.00
H29 -3.54312 2.62937 -4.68677  0.00
H30 -3.73927 1.38508 -2.59407  0.00
H31 -3.44576 1.07038 1.86043  0.00
H32 -5.70780 0.33298 2.37629  0.00
H33 -7.01357 -0.96438 0.71187  0.00
H34 -5.97591 -1.54736 -1.45749  0.00
H35 -3.69652 -0.83495 -1.96768  0.01
F1 -6.33673 -0.64109 -5.30946  0.00
C47 -5.05071 -0.99214 -5.14824  0.03
C48 -4.04147 -0.13756 -5.55372  -0.02
F2 -4.35265 1.04909 -6.10741  0.00
C49 -2.71976 -0.51127 -5.38716  -0.10
F3 -1.79456 0.35653 -5.81757  0.00
C50 -2.34761 -1.72325 -4.81737  0.07
Se1 -0.52771 -2.15136 -4.47956  0.55
C51 -3.39028 -2.56802 -4.43901  0.05
F4 -3.14463 -3.76684 -3.92247  0.00
C52 -4.72281 -2.21750 -4.59394  0.00
F5 -5.69686 -3.05567 -4.22652  0.00


No. 2
Formula: C52H37BrFeI2NO4P2
Source: the OMol25 dataset
Level of theory: ωB97M-V with the def2-TZVPD basis set

Total energy   -7474.897945 Eh
Kohn-Sham gap (spin up / spin down)   4.83 / 5.22 eV
<S²>   6.11
F_max   9.81 eV/A
2S+1   5
Net charge   -1

Last column: Mulliken spin population.
Geometry (Å):
Fe1 0.00000 0.00000 0.00000  3.14
O1 0.30253 0.17779 3.84919  0.00
C1 0.34742 -1.16078 4.21880  0.05
C2 0.56957 -1.51276 5.55902  0.01
C3 0.62705 -2.84819 5.95891  0.00
C4 0.52497 -3.85494 5.01152  0.00
C5 0.42203 -3.52075 3.66183  0.00
C6 0.36354 -2.17619 3.23367  0.03
P1 0.47617 -1.78293 1.44786  -0.10
C7 2.21313 -2.24119 1.13930  -0.05
C8 2.66685 -3.55482 0.95461  0.00
C9 4.02225 -3.82382 0.73923  0.00
C10 4.94734 -2.78359 0.71392  0.00
C11 4.51898 -1.47348 0.90455  0.00
C12 3.16395 -1.20610 1.11568  0.03
C13 -0.55050 -3.00872 0.58748  0.04
C14 -0.21700 -3.45303 -0.70344  0.01
C15 -1.02891 -4.36007 -1.39141  0.00
C16 -2.20658 -4.82032 -0.81216  0.01
C17 -2.57996 -4.36155 0.44750  0.03
C18 -1.76553 -3.45459 1.13298  -0.04
C19 -0.81757 0.93362 4.19504  0.09
C20 -1.18018 1.13171 5.53788  0.00
C21 -2.22752 1.98430 5.89503  0.01
C22 -2.91231 2.68491 4.91665  -0.01
C23 -2.54331 2.53531 3.58205  0.00
C24 -1.50017 1.66535 3.19111  0.01
P2 -1.03368 1.55392 1.42725  -0.11
C25 -0.19537 3.15389 1.21179  -0.04
C26 -0.85219 4.37715 1.02172  0.01
C27 -0.12898 5.56395 0.86346  0.00
C28 1.26296 5.54764 0.90515  0.00
C29 1.93372 4.34569 1.10761  0.00
C30 1.20989 3.16055 1.25996  0.02
C31 -2.58246 1.62594 0.48111  0.09
C32 -2.63439 2.22838 -0.78657  -0.01
C33 -3.81704 2.24887 -1.53303  0.00
C34 -4.96645 1.64185 -1.03678  0.00
C35 -4.92792 0.99866 0.19588  0.02
C36 -3.74332 0.97859 0.93846  -0.05
H1 0.74946 -0.75475 6.31171  0.00
H2 0.77673 -3.09735 7.00597  0.00
H3 0.57935 -4.89801 5.31093  0.00
H4 0.42441 -4.33331 2.93849  0.00
H5 1.97378 -4.39173 0.97976  0.00
H6 4.35381 -4.84891 0.59628  0.00
H7 6.00086 -2.99391 0.55124  0.00
H8 5.23645 -0.65750 0.89416  0.00
H9 2.85548 -0.17377 1.27083  0.03
H10 0.68090 -3.08811 -1.19878  -0.01
H11 -0.74371 -4.69367 -2.38595  0.00
H12 -2.84206 -5.51938 -1.34882  0.00
H13 -3.51168 -4.69662 0.89490  0.01
H14 -2.10433 -3.09107 2.10152  0.01
H15 -0.64108 0.66930 6.35135  0.00
H16 -2.48533 2.11801 6.94249  0.00
H17 -3.71559 3.36476 5.18727  0.00
H18 -3.07960 3.12534 2.84162  0.00
H19 -1.93755 4.42734 0.99399  0.00
H20 -0.65613 6.50190 0.71072  0.00
H21 1.82370 6.47061 0.78551  0.00
H22 3.01934 4.32623 1.15066  0.00
H23 1.75771 2.23422 1.42428  0.05
H24 -1.74597 2.68521 -1.21865  -0.01
H25 -3.83253 2.72933 -2.50778  0.00
H26 -5.88428 1.65256 -1.61824  0.00
H27 -5.81416 0.49970 0.57877  0.01
H28 -3.74000 0.43822 1.88331  0.00
I1 -2.80492 -1.29520 -4.21416  0.00
C37 -3.07341 -1.40358 -2.09253  0.09
C38 -4.29072 -1.95187 -1.68421  -0.03
C39 -4.56482 -2.06752 -0.32902  0.12
I2 -6.43995 -2.91297 0.15673  0.00
C40 -3.62638 -1.63695 0.63342  0.00
C41 -3.82754 -1.71932 2.03412  0.30
C42 -2.86054 -1.27626 2.92483  0.12
C43 -1.70525 -0.75680 2.39481  -0.04
N1 -1.47081 -0.65887 1.07578  0.11
C44 -2.39358 -1.08189 0.18686  0.00
C45 -2.07861 -0.94786 -1.18765  0.12
O2 -0.96076 -0.44439 -1.56436  0.13
H29 -5.00945 -2.28166 -2.42662  0.00
H30 -4.74105 -2.13009 2.44926  -0.01
H31 -3.00642 -1.33566 3.99508  -0.02
H32 -0.90291 -0.38986 3.02530  -0.01
Br1 0.39510 3.56614 -5.77464  0.00
C46 1.01444 2.95870 -4.09328  0.00
C47 2.24364 3.40054 -3.60923  0.00
C48 2.69841 2.95014 -2.36714  0.00
C49 1.93383 2.05695 -1.59726  -0.06
C50 0.69747 1.62652 -2.10832  0.13
C51 0.23738 2.07341 -3.34968  0.00
C52 2.43074 1.56964 -0.24847  0.09
O3 3.55894 2.00517 0.14373  0.00
O4 1.68097 0.76299 0.38673  0.12
H33 2.85680 4.09001 -4.18031  0.00
H34 3.65863 3.29107 -1.98188  0.00
H35 0.09561 0.93425 -1.52088  -0.15
H36 -0.72150 1.72310 -3.71736  0.00
H37 -1.50299 -0.68221 -0.34579  -0.28